(1)
Here is a single C6H7FS molecule in a non-equilibrium geometry from the OMol25 dataset. Energies are from ωB97M-V/def2-TZVPD.

```
15
Properties=species:S:1:pos:R:3:forces:R:3
S -2.33783 -1.25872 -0.01074 0.0 0.5 0.2
F 1.48431 -1.83402 -0.94263 -0.5 0.3 -0.1
C -0.98003 2.27522 -0.81259 0.0 0.1 0.0
C -0.56484 -1.19263 0.22319 -0.1 -0.5 1.2
C -0.41413 1.26845 -0.46350 -0.5 0.7 -0.3
C 0.26234 0.07488 -0.01971 0.2 0.4 0.2
C 0.31765 -1.08358 -0.95323 0.9 -0.5 -0.2
C 1.43879 0.31590 0.91532 -0.6 -0.5 0.2
H -1.47371 3.18781 -1.13806 0.4 -0.8 0.3
H 1.09670 0.74917 1.84785 -0.1 0.2 0.1
H -2.63555 -0.06799 0.58478 0.2 -0.5 -0.2
H -0.17998 -1.79531 1.08091 -0.3 0.5 -0.9
H 1.93173 -0.61450 1.16039 0.1 -0.3 0.0
H 2.15921 0.96729 0.46921 0.4 0.5 -0.3
H -0.10467 -0.99199 -1.94118 0.0 0.0 -0.1
```
Forces are in eV/Å.

- Spin multiplicity: 1
- Total charge: 0
- Total energy: -19885.360 eV

(2)
Here is a single C6H7I molecule in a non-equilibrium geometry from the OMol25 dataset. Energies are from ωB97M-V/def2-TZVPD.

```
14
Properties=species:S:1:pos:R:3:forces:R:3
I -1.71482 -0.80102 3.21749 -0.3 0.0 -0.4
C 0.32201 0.08397 -0.49314 -0.1 0.1 -1.1
C -0.89486 0.54470 -0.83341 -0.7 0.3 -0.4
C -1.90210 0.34213 0.27011 6.1 -2.4 0.4
C 0.29408 -0.54601 0.85804 -2.5 2.3 0.2
C 1.65308 0.15453 -1.21514 -0.1 -0.2 0.9
C -1.20951 -0.33570 1.24049 0.4 1.2 -0.2
H 1.03185 -0.04556 1.50760 -0.5 -0.2 0.2
H 1.94923 1.19166 -1.47132 -0.4 -0.7 -0.5
H -1.18398 0.99710 -1.81453 0.5 -0.3 1.0
H -2.83533 0.67847 0.20459 -3.7 1.1 0.1
H 2.29836 -0.05996 -0.34904 0.6 -0.4 -0.9
H 1.74633 -0.62751 -2.02252 0.2 1.1 0.8
H 0.44567 -1.57681 0.90078 0.7 -1.9 -0.3
```
Forces are in eV/Å.

- Spin multiplicity: 1
- Total charge: 0
- Total energy: -14434.470 eV

Question: The lowest total energy belongs to which entry?
Answer: C6H7FS